[1]
Molecular formula: C5H8O4
Method: DFT, ωB97M-V/def2-TZVPD

Computed properties:
energy relative to the best compared isomer or geometry (same formula, charge and spin) = 61.1 kJ/mol
strongest force on any atom = 0.05211 Eh/bohr
Kohn-Sham gap = 7.892 eV
E_tot = -496.3026 Ha

Geometry as ORCA input:
```
! RIJCOSX wB97M-V def2-TZVPD def2/J DEFGRID3
* xyz -2 1
C 2.02828 -1.27447 -0.38876
C 2.67246 -2.29372 0.58053
O 3.91779 -2.47302 0.55281
O 1.85135 -3.03248 1.17747
H 2.80323 -0.76473 -0.97424
H 1.75988 -0.41640 0.23643
H 1.21276 -1.69682 -0.95868
C -2.08096 0.88656 -0.33218
C -0.65192 1.28552 -0.69784
C -2.44601 1.27834 1.12798
O -3.51157 0.81228 1.60515
O -1.60603 1.95327 1.77202
H -2.80770 1.36263 -0.99242
H -2.17911 -0.20039 -0.30648
H 0.13084 0.75569 -0.19381
H -0.54166 2.34752 -0.42892
H -0.55160 1.47021 -1.77908
*
```

Results of the natural (NBO) charge analysis, in e, for atoms 1 through 5: -0.736 0.752 -0.817 -0.798 0.184


[2]
Molecular formula: C4H11S2
Method: DFT, ωB97M-V/def2-TZVPD

Computed properties:
energy relative to the best compared isomer or geometry (same formula, charge and spin) = 56.3 kJ/mol
strongest force on any atom = 0.03951 Eh/bohr
Kohn-Sham gap (alpha / beta) = 9.093 / 6.164 eV
E_tot = -955.2953 Ha

Geometry as ORCA input:
```
! RIJCOSX wB97M-V def2-TZVPD def2/J DEFGRID3
* xyz 0 2
C 2.40006 -1.19308 0.07830
S 1.99835 -1.79113 1.68809
C 0.50067 -0.89356 2.33152
H 1.57969 -0.50507 -0.14972
H 2.52055 -2.00570 -0.62120
H 3.28151 -0.55313 -0.02624
H 0.86466 -0.20974 3.08810
H -0.15378 -0.59448 1.52288
H 0.04414 -1.69501 2.91865
C -2.25324 1.63992 -1.56079
C -0.99658 0.92236 -1.14284
S -1.18682 -0.91358 -1.16713
H -3.06387 1.39020 -0.87523
H -2.61100 1.35044 -2.55031
H -2.17078 2.72673 -1.62056
H -0.64008 1.20249 -0.15538
H -0.11347 1.12236 -1.75814
*
```

Results of the natural (NBO) charge analysis, in e, for atoms 1 through 5: -0.765 0.154 -0.721 0.223 0.226


[3]
Molecular formula: C20H16Cl3F3N6O4Pd
Method: DFT, ωB97M-V/def2-TZVPD

Computed properties:
energy relative to the best compared isomer or geometry (same formula, charge and spin) = 0.0 kJ/mol
strongest force on any atom = 0.00889 Eh/bohr
Kohn-Sham gap (alpha / beta) = 5.999 / 5.079 eV
E_tot = -3208.6471 Ha

Geometry as ORCA input:
```
! RIJCOSX wB97M-V def2-TZVPD def2/J DEFGRID3
* xyz 2 5
Pd -0.27392 0.13033 0.02872
Cl 5.14165 -2.27933 0.12725
C 5.23179 -0.62215 0.56016
Cl 5.61465 0.47289 -0.68425
Cl 5.79885 -0.26860 2.12104
C 2.54085 -0.38154 0.79638
O 2.54656 -0.64832 1.92364
O 2.39921 -0.10442 -0.33356
O -2.09944 0.32014 1.17708
C -2.76376 0.44004 0.11160
O -2.18418 0.38077 -1.00843
H -3.84603 0.59636 0.15958
F -0.93639 6.98774 -0.42194
C 0.10808 6.49588 0.25352
F 1.22635 6.95218 -0.32164
F 0.05810 6.95673 1.50344
C 0.08564 4.98095 0.21739
C 0.04326 4.33678 -1.01051
C 0.01331 2.95917 -1.02909
N 0.03484 2.22879 0.09519
C 0.07606 2.85653 1.27599
C 0.10568 4.23450 1.38088
H 0.03144 4.89293 -1.93749
H -0.03467 2.41409 -1.96198
H 0.07846 2.23252 2.16020
H 0.13841 4.70549 2.35224
C 0.30689 -2.43149 -2.35624
C -0.10303 -2.82219 -0.98102
N -0.38125 -1.99911 0.00779
C -0.68560 -2.76104 1.12053
C -0.58450 -4.06914 0.79975
N -0.21825 -4.10372 -0.53789
C -0.01485 -5.30034 -1.31151
N -1.20055 -6.14979 -1.31346
N -1.07238 -7.47035 -0.72306
N -2.15720 -8.05293 -0.81345
C -3.09396 -7.21337 -1.44534
C -4.39314 -7.42781 -1.77055
C -5.06639 -6.34745 -2.40664
C -4.42694 -5.11365 -2.69230
C -3.12135 -4.89662 -2.36539
C -2.43191 -5.98468 -1.74216
H 0.24278 -1.35018 -2.45532
H -0.33958 -2.86725 -3.12016
H 1.33546 -2.72926 -2.56590
H -0.95786 -2.30747 2.05796
H -0.71467 -4.96382 1.38458
H 0.77642 -5.91924 -0.89030
H 0.24239 -5.03664 -2.33545
H -4.89608 -8.36518 -1.57389
H -6.10666 -6.47745 -2.67508
H -4.99849 -4.33057 -3.17073
H -2.63452 -3.94894 -2.54972
*
```

Results of the natural (NBO) charge analysis, in e, for atoms 1 through 5: 1.153 0.069 -0.288 0.112 0.127


[4]
Molecular formula: C15H29AlBrNO3PS2
Method: DFT, ωB97M-V/def2-TZVPD

Computed properties:
strongest force on any atom = 0.05152 Eh/bohr
Kohn-Sham gap = 7.058 eV
E_tot = -4823.7663 Ha

Geometry as ORCA input:
```
! RIJCOSX wB97M-V def2-TZVPD def2/J DEFGRID3
* xyz -1 1
C -3.45132 4.14962 -1.15842
C -2.71156 3.69660 -2.45753
C -1.80625 2.49961 -2.09954
C -1.39114 1.62433 -3.30338
C -0.75144 0.28850 -2.78127
C 0.78473 0.24998 -2.91224
C 1.55766 1.09943 -1.88552
C 1.72473 0.42531 -0.50342
N 1.18382 1.50395 0.52704
C 0.00084 1.48435 0.75380
S -1.44493 1.19970 1.35309
O 1.00262 -0.69918 -0.26672
Al 1.66997 -1.58767 1.18417
C 1.40615 -3.56195 1.27424
C -0.05619 -3.90698 0.81078
C -1.02236 -4.03949 1.97756
O -0.83692 -2.98331 2.89769
C -1.94080 -2.85819 3.76942
P 1.25039 -0.67088 3.34288
S 1.89971 -1.82340 4.83047
O 3.31995 -0.93242 0.80271
C 3.22021 0.21199 0.03197
C 3.79220 1.33570 0.91928
Br 4.62194 -0.10896 -1.38606
H -3.58577 5.23457 -1.09970
H -2.78870 3.87492 -0.32314
H -4.37554 3.58029 -1.01726
H -2.10595 4.53850 -2.82441
H -3.45171 3.44799 -3.23145
H -0.90570 2.88036 -1.60298
H -2.38447 1.84942 -1.43251
H -2.31016 1.32926 -3.83329
H -0.72467 2.13657 -4.00889
H -1.16791 -0.52952 -3.38883
H -1.07750 0.08643 -1.75223
H 1.01750 0.67407 -3.90349
H 1.14087 -0.78626 -2.91589
H 2.54436 1.30470 -2.32201
H 1.08771 2.07843 -1.75483
H 1.60849 -3.96514 2.27557
H 2.11013 -4.01763 0.55924
H -0.08342 -4.82740 0.20874
H -0.40913 -3.09129 0.15939
H -0.90515 -4.99876 2.52146
H -2.05710 -4.05191 1.57956
H -1.98438 -3.69800 4.48096
H -1.78633 -1.92564 4.32749
H -2.87565 -2.75623 3.19345
H -0.14337 -0.49938 3.55316
H 1.76877 0.65016 3.41417
H 3.29538 1.37895 1.89164
H 3.66630 2.31677 0.43081
H 4.86107 1.18912 1.09428
*
```

Results of the natural (NBO) charge analysis, in e, for atoms 1 through 5: -0.613 -0.394 -0.396 -0.399 -0.400


[5]
Molecular formula: C2H4NS
Method: DFT, ωB97M-V/def2-TZVPD

Computed properties:
SMILES string = [NH2+]=CC=S
energy relative to the best compared isomer or geometry (same formula, charge and spin) = 28.3 kJ/mol
strongest force on any atom = 0.09147 Eh/bohr
Kohn-Sham gap = 7.150 eV
E_tot = -531.2131 Ha

Geometry as ORCA input:
```
! RIJCOSX wB97M-V def2-TZVPD def2/J DEFGRID3
* xyz 1 1
C 0.12204 -0.46258 -0.06752
C -1.09512 0.42732 -0.04299
N 1.29522 -0.00068 -0.00885
S -2.70782 -0.04433 0.01547
H -0.11826 -1.52054 0.13464
H -0.92279 1.39779 0.17209
H 1.50595 0.96456 -0.18290
H 1.92078 -0.76154 -0.01993
*
```

Results of the natural (NBO) charge analysis, in e, for atoms 1 through 5: 0.253 -0.412 -0.578 0.374 0.257


[6]
Molecular formula: C20H30F5O28PS6
Method: DFT, ωB97M-V/def2-TZVPD

Computed properties:
SMILES string = O=P(O)(O)OC(F)(F)c1cccc(C(F)(F)F)c1.O=S1(=O)OCCO1.O=S1(=O)OCCO1.O=S1(=O)OCCO1.O=S1(=O)OCCO1.O=S1(=O)OCCO1.O=S1(=O)OCCO1
energy relative to the best compared isomer or geometry (same formula, charge and spin) = 0.0 kJ/mol
strongest force on any atom = 0.13731 Eh/bohr
Kohn-Sham gap = 9.040 eV
E_tot = -6116.5203 Ha

Geometry as ORCA input:
```
! RIJCOSX wB97M-V def2-TZVPD def2/J DEFGRID3
* xyz 0 1
O 0.18817 4.21005 0.63744
P -0.91767 3.45093 0.06739
O -0.40929 1.90076 -0.12754
O -2.14383 3.38925 1.15682
O -1.39214 3.93686 -1.44932
C -1.81146 5.26637 -1.51398
F -2.06974 5.50363 -2.85896
F -0.85578 6.16306 -1.17132
C -3.15186 5.52055 -0.78396
C -3.37598 6.63075 0.04774
C -4.65215 6.70210 0.68311
C -5.63621 5.71358 0.49826
C -5.39868 4.61188 -0.36670
C -6.39997 3.49113 -0.62425
F -7.66270 3.96153 -0.46654
F -6.19681 2.44516 0.23795
F -6.27104 2.94540 -1.86279
C -4.14459 4.53301 -0.99616
H -1.24073 1.40286 -0.26261
H -2.27351 2.47143 1.45219
H -2.58686 7.37864 0.20147
H -4.82916 7.56443 1.34716
H -6.59722 5.78268 1.02827
H -3.93171 3.67658 -1.65717
C 2.87020 -1.84931 -2.22669
C 3.45610 -0.54429 -2.72158
O 2.32934 0.21030 -3.17861
S 1.04432 -0.15618 -2.27304
O 0.89873 0.83680 -1.26362
O -0.02386 -0.52169 -3.13679
O 1.63781 -1.48775 -1.59267
H 2.64370 -2.52058 -3.05565
H 3.52584 -2.35555 -1.52081
H 4.17401 -0.69006 -3.52582
H 3.92946 0.01317 -1.90870
C 0.52300 0.14131 4.52215
C -0.29614 -0.88529 3.76536
O -0.29094 -0.43210 2.41031
S 1.11092 0.31794 2.10212
O 1.98520 -0.60818 1.47276
O 0.81887 1.58696 1.55762
O 1.58798 0.49345 3.63881
H -0.06179 1.04164 4.72774
H 0.91883 -0.25379 5.45592
H -1.31491 -0.96347 4.13914
H 0.17839 -1.86982 3.79503
C -6.82109 2.79007 5.29042
C -6.88886 1.79336 4.15174
O -6.18089 2.41834 3.07878
S -4.99872 3.33050 3.67994
O -3.78837 2.58856 3.63213
O -5.11767 4.63318 3.13428
O -5.51104 3.35707 5.20834
H -7.54968 3.59353 5.15848
H -6.97257 2.32093 6.26039
H -7.91072 1.56639 3.85646
H -6.36981 0.86541 4.40536
C 4.18504 4.88535 -2.35093
C 4.96069 5.73633 -1.36249
O 4.03283 6.02415 -0.31934
S 3.00780 4.77269 -0.15262
O 3.47743 3.95251 0.90714
O 1.68324 5.25437 -0.21199
O 3.36243 4.03752 -1.55001
H 3.53408 5.49956 -2.97834
H 4.83994 4.28923 -2.98408
H 5.33369 6.65670 -1.80745
H 5.79562 5.17711 -0.93048
C 1.62274 -6.32321 -1.74025
C 1.58644 -7.28219 -2.90675
O 2.33368 -6.62614 -3.94623
S 3.49573 -5.74529 -3.27832
O 4.70640 -6.48964 -3.31351
O 3.40181 -4.42208 -3.78558
O 2.94085 -5.76056 -1.76870
H 0.90205 -5.51165 -1.86861
H 1.44016 -6.82116 -0.79102
H 0.57216 -7.49460 -3.23852
H 2.09230 -8.21384 -2.66731
C 5.53729 -10.17725 -0.15744
C 5.39984 -10.25211 -1.66362
O 4.11039 -10.83965 -1.88096
S 3.11748 -10.39003 -0.70102
O 2.34892 -9.28276 -1.16229
O 2.52376 -11.54802 -0.14419
O 4.23033 -9.83152 0.31524
H 5.80792 -11.14682 0.26684
H 6.26486 -9.43100 0.15398
H 6.17908 -10.85427 -2.12454
H 5.39832 -9.25520 -2.11243
*
```

Results of the Löwdin charge analysis, in e, for atoms 1 through 5: -0.228 0.533 -0.209 -0.102 -0.036